C10H38O9 | ωB97M-V/def2-TZVPD

ORCA input file:
```
! RIJCOSX wB97M-V def2-TZVPD def2/J DEFGRID3
* xyz -1 2
O 0.782 -6.999 -2.008
O 1.094 -18.141 0.991
O -2.852 -14.692 0.457
H -0.753 -10.830 0.795
H -0.268 -12.813 -2.964
H -1.267 -9.306 -2.932
H 1.776 -13.072 -0.592
C -3.440 -16.014 0.661
O -5.899 -9.432 -2.163
H -5.161 -10.046 -0.330
O 1.389 -13.890 -0.280
H -3.963 -9.886 -1.598
H -0.366 -14.427 -1.188
H -2.711 -9.912 -4.944
H -2.317 -11.913 -8.291
H -1.834 -9.579 0.177
C -4.877 -9.449 -1.196
H 0.609 -9.433 -3.283
H -2.448 -14.638 -0.412
C -0.999 -12.974 -2.172
H -1.837 -16.504 -2.353
H -0.101 -9.539 -1.734
O -1.169 -14.313 -1.703
C -1.619 -10.214 1.037
O -1.467 -9.464 2.196
H -5.546 -8.738 -2.724
H -1.614 -11.297 -4.830
H 1.378 -18.344 1.885
C -2.150 -10.621 -6.885
H -3.978 -16.312 -0.239
H -0.317 -7.147 -3.646
H -3.053 -12.602 -1.572
H 2.087 -14.308 0.225
H -4.760 -8.443 -0.792
H 0.780 -6.039 -2.008
H -2.321 -11.360 -2.613
O -1.711 -11.722 -7.571
C -2.323 -12.420 -2.360
H -1.520 -9.733 -6.830
H -0.646 -12.402 -1.314
H -3.939 -16.185 1.615
H 1.299 -16.131 1.453
C -2.435 -10.863 -5.400
H -0.718 -9.855 2.650
H -2.777 -16.876 0.729
O -2.363 -17.299 -2.431
H -3.011 -10.256 -7.445
H -1.928 -17.932 -1.859
H -3.265 -11.526 -5.153
H 0.810 -16.466 -0.184
H -2.379 -10.986 1.158
C -0.232 -9.055 -2.702
C 1.440 -16.829 0.628
H -1.233 -7.227 -2.110
C -0.338 -7.558 -2.637
H -2.698 -12.780 -3.318
H 2.510 -16.710 0.457
*
```

## Properties
HOMO (spin up / spin down) = 0.3 / -7.3 eV
orbital gap (spin up / spin down) = 1.88 / 9.39 eV
energy = -1080.7636 Ha

Results of the Löwdin charge analysis, in e, for atoms 1 through 5:
1 O -0.09
2 O -0.13
3 O -0.14
4 H 0.06
5 H 0.11

---

C29H31HgN6S4 | ωB97M-V/def2-TZVPD

ORCA input file:
```
! RIJCOSX wB97M-V def2-TZVPD def2/J DEFGRID3
* xyz 0 2
H 1.871 2.431 -3.950
C -3.213 1.487 0.243
S -2.582 0.359 1.531
C -0.212 2.722 -4.355
S -0.625 2.319 -0.552
H -0.833 0.234 3.927
C 4.230 1.009 -0.128
C -2.371 2.694 -0.133
C -2.030 -2.109 -3.748
H -2.335 2.721 -4.627
H 2.199 1.533 -0.521
C -1.609 -1.792 -2.438
H 4.622 1.983 -0.374
C 0.689 0.841 -3.163
H -2.807 3.142 -1.030
N -0.279 -2.114 2.137
H -0.841 1.926 4.467
C -2.144 -3.122 3.289
C -2.875 -3.769 -1.672
H -3.179 -4.403 -0.853
C 0.873 2.031 -3.835
H -2.679 0.606 -3.424
C 5.124 -0.011 0.251
C -2.825 -3.197 -4.000
N -1.630 -2.376 -0.131
C -1.494 -2.724 2.096
C -1.543 -2.884 4.495
H -3.111 -3.424 -5.017
N -0.776 -0.779 -2.157
C -0.595 0.309 -2.989
C -1.483 2.190 -4.222
C -3.258 -4.030 -2.959
H 8.389 -0.560 0.398
H -0.063 4.510 0.256
C 0.295 -1.910 3.317
H -3.885 -4.881 -3.182
H -0.068 3.675 -4.842
H -3.117 -3.579 3.207
C 0.291 3.507 0.499
H -2.025 -3.166 5.420
S 7.159 1.782 0.141
C -2.310 1.473 2.961
C 4.531 -1.253 0.562
C -2.048 -2.666 -1.372
H 2.708 -2.356 0.709
C 6.542 0.244 0.289
C 3.168 -1.403 0.475
H 1.533 0.310 -2.740
C -0.284 -2.267 4.517
H 7.132 -1.735 0.337
H -0.700 3.616 2.429
H -4.201 1.825 0.562
C -0.951 1.269 3.602
H -2.445 2.495 2.614
H 0.220 -2.068 5.448
H 1.052 3.856 2.461
C 0.245 3.284 2.002
Hg -0.053 -0.820 0.027
C -1.678 0.996 -3.557
N -2.102 -2.982 0.926
N 2.332 -0.426 0.096
C 2.884 0.762 -0.198
H 5.129 -2.091 0.886
S 0.489 1.534 2.507
H 1.267 -1.429 3.289
H -3.322 0.819 -0.612
H -1.676 -1.492 -4.562
N 7.410 -0.782 0.492
H 1.312 3.413 0.132
H -2.354 3.442 0.656
H -3.087 1.247 3.691
*
```

## Properties
HOMO (spin up / spin down) = -5.3 / -6.1 eV
orbital gap (spin up / spin down) = 3.79 / 4.61 eV
energy = -3198.3200 Ha

Results of the Löwdin charge analysis, in e, for atoms 1 through 5:
1 H 0.10
2 C -0.51
3 S 0.85
4 C -0.12
5 S 0.86

---

C60H133N7O9 | ωB97M-V/def2-TZVPD

ORCA input file:
```
! RIJCOSX wB97M-V def2-TZVPD def2/J DEFGRID3
* xyz 0 1
C 1.618 4.289 -0.897
C 0.103 -4.663 -0.198
H -1.873 2.757 0.326
H -4.407 -3.844 0.522
H 1.369 0.273 3.124
H -6.455 0.588 -3.898
H -4.528 -0.880 -7.322
C 7.051 -3.570 -3.931
H -0.383 2.032 -1.547
C -8.232 3.115 -0.168
H -6.319 -1.765 -4.262
H -5.057 2.147 -1.024
C -0.698 5.405 0.458
H 9.017 -2.906 3.903
H -2.408 5.736 -1.808
H 2.284 -2.721 -0.935
H 8.077 -3.303 -4.185
H -3.565 1.351 -8.204
H -2.505 4.198 5.695
H -3.817 -4.494 2.111
C -2.915 0.683 -4.759
H -4.068 -1.168 -2.948
H 8.577 -1.321 3.920
H 4.911 -3.681 3.010
H 6.060 -3.887 6.290
N -4.085 -0.113 -4.446
C -1.198 -3.771 1.770
H 0.255 -4.317 -2.812
H 6.910 -2.278 -1.790
H -5.934 1.920 -4.979
H -0.808 6.072 -2.230
H 5.395 -0.802 -5.062
H -0.699 0.515 -4.476
C 2.940 -3.276 -1.606
H -0.410 -3.027 1.886
C -1.003 4.496 -0.739
H -1.251 -6.034 -2.322
H -2.639 3.197 -1.195
C -1.640 0.038 -4.202
N -1.001 1.093 5.509
H 2.166 2.396 0.045
H 0.887 6.863 1.326
H -0.109 2.801 7.400
H -7.792 0.244 -1.089
C 3.714 -2.336 -2.530
H -1.487 6.158 0.445
H 8.725 -2.083 6.226
N 4.738 -3.154 -3.233
H 3.735 -2.644 2.074
H -0.003 -1.799 4.080
H -1.479 -3.936 2.810
H 6.902 -0.663 2.298
C -2.401 3.129 5.512
H 0.838 -3.870 -0.059
H -2.970 4.122 0.298
C -7.160 2.343 -0.928
C 0.415 0.693 3.441
C 4.430 -0.286 3.007
C 8.115 -2.302 3.808
H -5.298 -2.314 -5.682
H 0.226 -5.286 1.950
H -5.735 2.183 1.338
H -3.414 2.051 -3.129
H 4.337 -4.913 -3.511
H 6.858 -4.121 -4.852
H 2.065 0.887 5.470
O -1.404 0.599 6.795
C -3.057 2.067 -4.159
H 3.707 -3.719 -0.972
C -9.543 5.119 -0.017
H 2.808 5.807 -2.068
H 7.930 -0.579 5.802
C 7.016 -2.375 4.992
H -2.251 -0.189 -6.619
C 6.284 -1.561 2.278
N -1.956 -3.179 -0.537
H -3.460 -5.280 0.565
H -3.877 2.575 -4.665
H -3.354 -1.314 0.855
H -2.206 2.745 -4.233
H -3.527 -2.150 2.309
C -2.207 3.601 -0.279
H -0.351 0.438 2.708
H 1.202 5.626 -2.676
C 0.058 3.102 6.366
H -2.044 -6.240 -0.720
H 1.751 4.666 1.390
H 0.123 -1.064 0.900
H -1.234 -3.535 -3.250
H -9.180 2.577 -0.166
C -3.586 -4.318 1.061
H 7.077 -4.329 -3.149
C 2.698 -1.735 -3.554
H 5.921 -4.338 4.683
C 1.342 0.090 5.643
H 5.116 0.540 3.194
C 0.017 0.201 4.876
H -5.697 3.688 -1.068
C -2.365 -3.288 0.909
H -7.198 2.472 -2.009
H 1.631 2.607 3.774
C -5.251 -0.134 -5.312
C 4.269 -2.800 3.011
H -6.086 0.357 -0.721
C -0.925 2.562 5.356
C -1.836 -5.551 -1.539
H 4.127 -0.280 1.960
C -4.110 1.628 2.113
C 7.751 -1.620 6.070
H 1.852 -1.431 -2.937
H 7.422 -4.543 5.341
H -3.664 -3.405 -1.215
N 5.896 -1.485 4.601
C -0.513 -3.639 -2.439
O -5.420 2.138 2.244
N -5.781 2.760 -0.678
H -3.462 2.481 1.912
C 6.009 -2.547 -3.769
C 6.608 -3.818 5.350
H -2.065 -0.017 6.471
H 4.394 -1.582 -0.593
H -9.726 6.111 -0.431
H -3.827 1.448 3.150
H -1.512 4.634 -2.930
H -2.902 2.644 6.350
O 5.055 -1.200 5.723
H 2.516 2.400 -1.697
C -3.863 1.145 -7.176
H -1.213 2.923 3.197
H 1.120 0.051 6.710
H -7.197 0.858 -5.566
O -4.355 -0.261 -3.077
H 8.174 -2.500 1.631
C 1.760 5.127 0.402
H 5.476 -2.356 -5.769
C 4.284 -1.230 -1.619
H 2.652 5.752 0.364
C 0.734 2.253 3.265
H -1.817 1.484 -6.513
O 4.258 -4.135 -4.067
H 3.534 -3.035 3.781
H -1.752 -0.056 -3.122
C -7.049 0.840 -0.559
N 0.236 3.735 -1.097
H -0.838 4.818 1.366
H 3.118 -1.016 -4.257
C 0.050 -0.431 0.016
H -7.122 0.668 0.515
H -0.555 -1.684 5.749
H 5.390 0.162 -2.807
C -4.889 0.032 -6.847
C -2.789 -1.957 1.530
H 3.599 3.179 -0.697
C 7.475 -2.525 2.468
C 6.600 -1.633 -2.612
H -9.442 5.099 1.068
C 5.657 -0.622 -2.099
H -6.798 -1.600 -5.928
C -2.619 0.781 -6.286
H 5.035 -0.245 5.810
H 3.585 -0.407 -1.473
C 2.021 5.069 -2.220
H 5.972 -1.566 1.233
O -2.995 -2.742 -1.399
H -1.539 -0.968 -4.609
H 1.830 -0.882 5.579
H 1.108 2.902 6.153
C 2.527 3.000 -0.788
H 0.017 -2.696 -2.307
H -4.120 0.771 1.440
H -2.745 -5.294 -2.083
H 0.528 -5.531 -0.701
C -1.078 -4.255 -1.160
H 0.591 -0.898 -0.806
H 7.153 -1.697 6.978
H 2.312 4.514 -3.111
H 0.776 2.569 2.222
O -8.482 4.434 -0.595
O -0.095 2.775 -2.083
H 7.038 -3.519 2.379
C -5.940 -1.542 -5.259
C -0.569 -1.184 4.780
H 6.106 -0.045 -1.291
C 0.644 6.206 0.492
C -6.311 0.898 -4.933
C -0.473 -4.996 1.166
C -0.409 3.017 3.927
H -1.132 -5.864 1.132
H -0.144 4.169 6.454
C -1.466 5.229 -2.018
H -10.477 4.575 -0.155
H 0.444 0.490 0.445
H -5.722 0.288 -7.501
H 6.989 -1.517 -5.359
H 3.595 -0.070 3.672
C 5.167 -1.590 3.326
C 5.972 -1.727 -5.030
H -7.973 3.131 0.891
H -1.558 -1.039 4.345
H 2.208 -2.548 -4.090
H -1.636 -1.039 -0.754
O -1.289 -0.189 -0.473
H -0.177 4.082 3.900
H 0.706 6.823 -0.405
H -2.140 -1.276 2.079
H 2.356 -3.992 -2.184
H -3.073 2.828 4.708
H 7.466 -1.034 -2.892
H -4.398 2.033 -6.839
*
```

## Properties
HOMO = -7.6 eV
orbital gap = 8.02 eV
energy = -3425.8509 Ha

Results of the Löwdin charge analysis, in e, for atoms 1 through 5:
1 C -0.42
2 C -0.11
3 H 0.07
4 H 0.07
5 H 0.09